Density functional theory data (ωB97M-V/def2-TZVPD) for C53H36HfIN4PS as an isolated structure at a distorted geometry.

Properties
E_LUMO in eV: -5.58
Total charge: +2
Energy above the lowest of the compared OMol25 structures with the same formula, charge and spin in kcal/mol: 15.9

Each line ends with the Löwdin charge.
Atoms and positions in Å:
Hf -0.1366 0.0568 0.2047  1.489
C 4.2261 -0.5890 1.8332  -0.014
C 2.8546 -0.7129 1.6148  -0.177
N 2.1268 0.1619 0.9435  -0.021
C 2.7546 1.3109 0.5029  -0.160
C 4.1354 1.5104 0.6768  -0.141
C 4.8705 0.5066 1.3352  0.039
C 4.7311 2.7348 0.2913  -0.020
C 3.9291 3.7372 -0.1490  -0.039
C 2.5321 3.5534 -0.2753  0.008
C 1.9340 2.3445 -0.0199  -0.242
N 0.5639 2.0296 -0.1012  -0.092
C -0.4264 3.0184 -0.2598  -0.221
C -0.3841 4.1374 -1.0475  0.000
C -1.4106 5.1126 -0.9799  -0.034
C -2.4769 4.9542 -0.1484  -0.010
C -2.6013 3.7561 0.5973  -0.137
C -3.7183 3.4602 1.4037  0.040
C -3.8120 2.2449 2.0231  -0.008
C -2.8010 1.3040 1.8198  -0.145
N -1.7190 1.5510 1.1015  -0.018
C -1.5919 2.7875 0.5088  -0.147
H 4.7485 -1.3599 2.3850  0.127
H 2.3453 -1.5804 2.0099  0.052
H 5.9389 0.6391 1.4747  0.137
H 5.8007 2.8700 0.4010  0.126
H 4.3520 4.7030 -0.3967  0.121
H 1.9400 4.4041 -0.5666  0.097
H 0.4203 4.2719 -1.7568  0.115
H -1.3322 5.9997 -1.5968  0.121
H -3.2469 5.7129 -0.0702  0.127
H -4.5049 4.1991 1.5117  0.137
H -4.6647 1.9822 2.6335  0.123
H -2.8932 0.3138 2.2416  0.052
I -0.3423 -0.7585 3.2236  1.232
C 0.5775 -2.4902 3.9819  -0.558
C 0.6093 -2.3607 5.3380  -0.180
C 1.1002 -3.4059 6.1406  -0.044
C 1.5191 -4.5450 5.5358  -0.008
C 1.4874 -4.6895 4.1248  -0.141
C 1.9084 -5.9279 3.5905  -0.001
C 1.8727 -6.1631 2.2539  -0.028
C 1.4507 -5.1347 1.3977  -0.100
C 1.0673 -3.8892 1.8445  -0.299
P 0.7008 -2.7664 0.4226  1.045
C 2.3114 -2.7030 -0.4789  -0.371
C 3.5012 -3.2768 -0.0395  -0.089
C 4.6800 -3.1038 -0.7580  -0.053
C 4.6940 -2.3468 -1.9201  -0.051
C 3.5206 -1.7475 -2.3609  -0.048
C 2.3486 -1.9210 -1.6374  -0.133
C -0.3377 -3.8630 -0.6269  -0.369
C -0.1272 -4.0414 -1.9917  -0.075
C -0.9401 -4.9067 -2.7193  -0.059
C -1.9573 -5.6062 -2.0904  -0.059
C -2.1653 -5.4405 -0.7257  -0.057
C -1.3635 -4.5733 -0.0010  -0.106
C 1.0271 -3.6375 3.2620  -0.175
H 0.2467 -1.4566 5.8109  0.079
H 1.1203 -3.2938 7.2168  0.123
H 1.8831 -5.3790 6.1259  0.129
H 2.2445 -6.6941 4.2804  0.129
H 2.1718 -7.1194 1.8434  0.124
H 1.4373 -5.3377 0.3338  0.119
H 3.5299 -3.8522 0.8759  0.106
H 5.5951 -3.5636 -0.4009  0.118
H 5.6147 -2.2223 -2.4798  0.117
H 3.5148 -1.1447 -3.2627  0.108
H 1.4406 -1.4590 -2.0029  0.066
H 0.6841 -3.5392 -2.4999  0.094
H -0.7573 -5.0469 -3.7781  0.114
H -2.5777 -6.2914 -2.6562  0.115
H -2.9500 -5.9957 -0.2239  0.116
H -1.5232 -4.4713 1.0680  0.113
S -1.6371 -0.5597 -4.2224  1.198
C -0.1208 0.2618 -4.4354  -0.436
C 0.5146 0.5974 -5.6268  -0.059
C 1.7382 1.2325 -5.5492  -0.054
C 2.3175 1.5192 -4.3074  -0.054
C 1.6831 1.1821 -3.1271  -0.026
C 0.4425 0.5533 -3.1975  -0.298
N -0.3472 0.1197 -2.1185  -0.036
C -1.4586 -0.4641 -2.5247  -0.521
C -2.4033 -1.0621 -1.5760  -0.269
C -3.5836 -1.6482 -2.0332  -0.035
C -4.4500 -2.2436 -1.1372  -0.048
C -4.1142 -2.2653 0.2097  -0.058
C -2.9248 -1.6978 0.6432  -0.177
C -2.0269 -1.0643 -0.2208  -0.279
H 0.0639 0.3658 -6.5840  0.122
H 2.2570 1.5051 -6.4591  0.118
H 3.2805 2.0144 -4.2702  0.117
H 2.1441 1.3967 -2.1741  0.093
H -3.8402 -1.6275 -3.0885  0.101
H -5.3748 -2.6879 -1.4840  0.118
H -4.7756 -2.7439 0.9243  0.117
H -2.7026 -1.7647 1.7027  0.039


Density functional theory data (ωB97M-V/def2-TZVPD) for a 6-piece molecular cluster, C32H96N15O6P5S overall at a distorted geometry.

Properties
E_LUMO in eV: 0.40
Total charge: 0
Energy above the lowest of the compared OMol25 structures with the same formula, charge and spin in kcal/mol: 202.9

Each line ends with the Löwdin charge.
Atoms and positions in Å:
O -5.6283 -22.1384 -16.1217  -0.303
P -6.6434 -21.6888 -17.1332  0.568
N -6.2812 -21.9090 -18.8032  -0.297
C -4.9312 -22.4007 -19.2168  -0.104
C -7.1629 -21.8067 -19.9710  -0.135
N -6.8980 -20.0604 -17.1035  -0.330
C -6.0359 -19.2664 -16.2876  -0.133
C -7.9077 -19.2980 -17.9715  -0.059
N -8.2097 -22.3736 -16.8380  -0.307
C -8.4447 -23.7930 -17.2161  -0.095
C -8.9684 -21.8806 -15.6866  -0.129
H -4.4042 -22.8669 -18.3843  0.070
H -4.3615 -21.5476 -19.5852  0.076
H -4.9408 -23.1403 -20.0174  0.071
H -6.7922 -20.9857 -20.5847  0.085
H -8.2200 -21.6957 -19.7293  0.069
H -7.1169 -22.7885 -20.4422  0.073
H -5.0401 -19.1521 -16.7158  0.094
H -6.6417 -18.4174 -15.9710  0.083
H -6.1925 -19.7369 -15.3169  0.072
H -8.1645 -19.6252 -18.9790  0.049
H -8.8180 -19.2467 -17.3742  0.072
H -7.6039 -18.2953 -18.2722  0.077
H -8.5561 -23.9256 -18.2922  0.063
H -7.5276 -24.2948 -16.9077  0.072
H -9.3261 -24.1598 -16.6901  0.079
H -8.7728 -22.4630 -14.7862  0.077
H -10.0320 -21.7208 -15.8636  0.082
H -8.5111 -20.9423 -15.3725  0.063
O -4.4381 -31.2606 -5.2026  -0.287
P -5.2469 -30.6966 -4.0828  0.564
N -6.7473 -30.1290 -4.6608  -0.312
C -7.6279 -31.2187 -5.0570  -0.135
C -6.6995 -29.1054 -5.7218  -0.119
N -4.5690 -29.4331 -3.1697  -0.295
C -3.1929 -29.6296 -2.7949  -0.141
C -5.3800 -28.2616 -2.6100  -0.065
N -5.6781 -31.7416 -2.8101  -0.298
C -6.0362 -31.5111 -1.3915  -0.092
C -5.5756 -33.1944 -3.0369  -0.128
H -7.8526 -31.8243 -4.1791  0.072
H -7.1370 -31.8466 -5.8006  0.077
H -8.4387 -30.8503 -5.6856  0.082
H -7.6762 -28.6244 -5.7738  0.084
H -6.3650 -29.5474 -6.6603  0.082
H -5.9689 -28.3397 -5.4610  0.063
H -2.9430 -30.5593 -2.2837  0.070
H -2.6012 -29.6160 -3.7103  0.078
H -2.8736 -28.9607 -1.9957  0.080
H -5.6413 -27.6082 -3.4423  0.060
H -6.3070 -28.6086 -2.1535  0.051
H -4.8893 -27.8039 -1.7510  0.078
H -6.6533 -32.3024 -0.9659  0.085
H -5.1310 -31.4153 -0.7919  0.073
H -6.3878 -30.4841 -1.2931  0.054
H -4.7231 -33.2674 -3.7123  0.063
H -6.3733 -33.6859 -3.5938  0.074
H -5.1972 -33.6966 -2.1465  0.082
O -6.3763 -11.9442 -11.7906  -0.298
P -5.5598 -12.7827 -10.8733  0.560
N -5.8466 -12.5152 -9.2094  -0.308
C -4.8599 -12.4804 -8.1684  -0.122
C -7.2939 -12.5372 -8.7951  -0.097
N -3.9267 -12.3870 -11.0286  -0.260
C -2.6793 -13.0858 -10.5107  -0.107
C -3.5059 -11.3712 -12.0479  -0.108
N -5.9716 -14.4354 -10.9918  -0.313
C -5.0394 -15.4473 -10.3829  -0.093
C -7.2093 -14.8903 -11.6109  -0.113
H -4.6351 -13.5469 -8.1560  0.056
H -5.2444 -12.1085 -7.2187  0.087
H -3.9413 -11.9618 -8.4428  0.064
H -7.6573 -11.6130 -8.3457  0.080
H -7.6526 -13.3852 -8.2116  0.071
H -7.9056 -12.8279 -9.6492  0.052
H -2.8216 -14.0170 -9.9622  0.052
H -2.0431 -13.3454 -11.3568  0.075
H -2.1276 -12.5090 -9.7684  0.071
H -3.5314 -10.3420 -11.6900  0.079
H -2.4824 -11.5166 -12.3934  0.068
H -4.0857 -11.4526 -12.9673  0.071
H -5.5440 -16.4124 -10.4279  0.070
H -4.2644 -15.6776 -11.1139  0.076
H -4.7269 -15.3126 -9.3474  0.066
H -7.8520 -14.0102 -11.5916  0.061
H -7.6286 -15.7058 -11.0216  0.082
H -6.9628 -15.1351 -12.6441  0.079
O -2.2288 -29.5416 -14.9196  -0.289
P -3.4352 -29.9718 -14.1947  0.653
N -4.3183 -31.4068 -14.8808  -0.313
C -3.9418 -32.8132 -14.7245  -0.125
C -4.8928 -31.2275 -16.2069  -0.137
N -4.7202 -28.7646 -14.1723  -0.294
C -6.1065 -28.9616 -13.7350  -0.139
C -4.2465 -27.3484 -14.1479  -0.101
N -3.2159 -30.2570 -12.5554  -0.299
C -2.3031 -29.4590 -11.7152  -0.101
C -4.2570 -30.8535 -11.8390  -0.177
H -4.7173 -33.4408 -15.1636  0.068
H -3.8686 -33.1967 -13.7068  0.076
H -3.0759 -33.0009 -15.3593  0.085
H -4.1123 -30.9238 -16.9045  0.080
H -5.5326 -30.3520 -16.3177  0.068
H -5.4336 -32.1606 -16.3650  0.078
H -6.3611 -30.0141 -13.8592  0.064
H -6.1969 -28.8968 -12.6507  0.056
H -6.8832 -28.2929 -14.1061  0.078
H -5.0967 -26.7009 -14.3624  0.067
H -3.8822 -27.0783 -13.1567  0.070
H -3.6909 -27.1771 -15.0699  0.079
H -2.6400 -28.4423 -11.5131  0.067
H -1.9457 -29.7586 -10.7300  0.082
H -1.3097 -29.3247 -12.1432  0.078
H -4.0255 -31.6731 -11.1587  0.091
H -4.9329 -31.3109 -12.5615  0.056
H -4.8987 -30.1260 -11.3419  0.077
O -1.8439 -18.5235 -7.9428  -0.306
P -1.0911 -18.3838 -6.6625  0.599
N 0.0392 -17.0889 -6.6554  -0.295
C -0.4738 -15.7362 -6.4983  -0.148
C 1.1065 -17.0240 -7.7230  -0.095
N -0.0726 -19.7569 -6.2588  -0.309
C 0.9349 -19.6932 -5.2355  -0.140
C 0.2159 -20.6753 -7.4054  -0.115
N -2.1481 -18.1729 -5.3366  -0.268
C -1.7335 -18.0292 -3.8442  -0.092
C -3.5324 -18.6498 -5.5008  -0.120
H 0.2924 -14.9798 -6.6682  0.081
H -0.7834 -15.5904 -5.4634  0.060
H -1.3749 -15.6014 -7.0965  0.076
H 0.8887 -16.2542 -8.4633  0.082
H 1.0598 -17.9169 -8.3464  0.054
H 2.1271 -17.1165 -7.3517  0.079
H 0.9000 -20.6565 -4.7266  0.080
H 1.8538 -19.6766 -5.8215  0.075
H 0.7732 -18.8634 -4.5475  0.065
H 1.0668 -21.3546 -7.3534  0.078
H -0.6856 -21.2232 -7.6798  0.076
H 0.4965 -20.1488 -8.3176  0.055
H -1.1601 -17.1785 -3.4762  0.066
H -2.6262 -17.7595 -3.2799  0.064
H -1.4272 -18.8925 -3.2534  0.070
H -3.6065 -19.4997 -4.8224  0.080
H -3.8158 -19.0245 -6.4844  0.072
H -4.2416 -17.8531 -5.2762  0.078
C -5.7747 -22.4213 -10.8758  -0.274
S -4.7086 -23.4193 -9.8354  0.843
O -4.9629 -22.9552 -8.3751  -0.598
C -5.8860 -24.8179 -9.7175  -0.266
H -6.3760 -22.1852 -9.9979  0.036
H -6.2381 -23.0362 -11.6474  0.052
H -5.4803 -21.4444 -11.2593  0.058
H -5.5010 -25.5360 -8.9934  0.048
H -6.0996 -25.3175 -10.6624  0.043
H -6.7906 -24.4149 -9.2620  0.055


| no. | HOMO energy (eV) |
| --- | --- |
| 1 | -12.53 |
| 2 | -7.76 |